(1)
The following is a quantum chemistry calculation of a structure of composition C29H28BClN4O5Rh, from the OMol25 dataset.

Cartesian coordinates (Å):
Rh (-0.570, 1.001, -0.901)
C (0.690, 0.559, -4.966)
C (0.760, 0.759, -3.473)
O (-0.370, 1.069, -2.908)
C (2.010, 0.616, -2.832)
C (2.352, 0.666, -1.502)
C (3.747, 0.469, -1.006)
N (1.335, 0.836, -0.525)
N (1.682, 0.853, 0.717)
C (0.614, 0.935, 1.557)
O (-0.596, 0.955, 1.131)
C (0.879, 0.994, 2.993)
C (-0.197, 1.049, 3.882)
C (0.024, 1.092, 5.249)
C (1.318, 1.079, 5.753)
C (2.394, 1.022, 4.873)
C (2.181, 0.980, 3.506)
H (-0.353, 0.542, -5.274)
H (1.161, -0.381, -5.265)
H (1.196, 1.370, -5.501)
H (2.837, 0.409, -3.504)
H (4.422, 0.361, -1.854)
H (3.830, -0.418, -0.369)
H (4.080, 1.314, -0.394)
H (-1.199, 1.049, 3.474)
H (-0.818, 1.129, 5.930)
H (1.489, 1.107, 6.823)
H (3.406, 1.010, 5.258)
H (3.011, 0.932, 2.814)
O (-1.211, 3.861, -2.145)
B (-1.583, 3.090, -1.037)
O (-1.371, 3.791, 0.159)
C (-0.784, 4.964, -0.226)
C (-0.334, 5.992, 0.566)
C (0.220, 7.091, -0.090)
C (0.313, 7.135, -1.478)
C (-0.143, 6.081, -2.269)
C (-0.689, 5.007, -1.611)
H (-0.407, 5.942, 1.644)
H (0.589, 7.923, 0.495)
H (0.753, 8.002, -1.954)
H (-0.074, 6.097, -3.348)
Cl (-2.824, 1.792, -1.179)
C (-1.543, -4.496, 1.896)
N (-2.190, -3.767, 0.807)
N (-1.212, -3.207, -0.060)
C (-1.424, -1.802, -0.176)
O (-0.672, -1.127, -0.981)
C (-2.493, -1.489, 0.636)
C (-2.975, -2.650, 1.247)
C (-4.121, -2.875, 2.154)
C (-0.530, -4.035, -0.932)
C (0.622, -3.587, -1.604)
C (1.310, -4.446, -2.439)
C (0.898, -5.763, -2.632)
C (-0.244, -6.199, -1.979)
C (-0.959, -5.353, -1.142)
H (-0.893, -5.269, 1.489)
H (-2.318, -4.973, 2.496)
H (-0.949, -3.828, 2.534)
H (-2.887, -0.493, 0.756)
H (-4.700, -1.954, 2.239)
H (-3.830, -3.170, 3.174)
H (-4.791, -3.664, 1.778)
H (0.941, -2.565, -1.468)
H (2.196, -4.081, -2.947)
H (1.455, -6.429, -3.278)
H (-0.596, -7.214, -2.126)
H (-1.864, -5.690, -0.657)

Its charge is -1. As for the LUMO energy (alpha / beta): 0.0954 / 0.0411 Ha. The HOMO-LUMO gap (alpha / beta) is 0.1453 / 0.2174 Eh. As for the expectation value of S²: 6.043. As for the spin multiplicity: 5. The value obtained for the molecular weight is 661.737 Da.

---

(2)
The following is a quantum chemistry calculation of a cluster of 2 separate species, C2H3NOS2 in total, from the OMol25 dataset.

Cartesian coordinates (Å):
C (-0.986, -0.180, -0.397)
C (1.023, 0.902, -0.170)
H (-0.452, -1.983, 1.107)
H (-1.041, 0.793, -1.021)
H (0.246, 1.814, -0.693)
N (0.169, 0.074, 0.328)
O (0.426, -0.692, 1.456)
S (-2.138, -1.329, -0.491)
S (2.753, 0.601, -0.119)

Its charge is 0. As for the LUMO energy: -0.0507 Ha. The HOMO-LUMO gap is 0.2792 Eh. For the energy relative to the best compared isomer or geometry (same formula, charge and spin), the calculation gives 159.9 kcal/mol. The value obtained for the molecular weight is 121.186 Da.

---

(3)
The following is a quantum chemistry calculation of a cluster of 6 separate species, C6H24O6 in total, from the OMol25 dataset.

Cartesian coordinates (Å):
C (1.090, 2.721, -1.830)
O (-0.207, 3.330, -1.868)
H (1.284, 2.236, -0.893)
H (1.229, 1.946, -2.571)
H (1.879, 3.462, -2.064)
H (-0.129, 4.029, -1.193)
C (-0.358, -3.661, -2.310)
O (0.873, -3.521, -1.603)
H (-0.134, -3.384, -3.353)
H (-0.697, -4.712, -2.242)
H (-1.190, -3.066, -1.930)
H (0.924, -2.749, -1.059)
C (-0.549, 3.530, 2.331)
O (0.482, 4.178, 1.570)
H (-1.489, 3.815, 1.825)
H (-0.555, 2.441, 2.395)
H (-0.590, 3.954, 3.354)
H (1.312, 3.765, 1.814)
C (-0.201, -3.363, 1.734)
O (-0.547, -4.763, 1.705)
H (0.850, -3.159, 1.701)
H (-0.645, -2.904, 0.826)
H (-0.779, -3.044, 2.567)
H (-0.570, -4.952, 0.780)
C (1.538, 0.439, 1.484)
O (0.759, -0.199, 0.472)
H (1.096, 0.316, 2.472)
H (2.496, -0.059, 1.424)
H (1.714, 1.505, 1.365)
H (-0.101, 0.339, 0.423)
C (-1.572, -0.107, -1.297)
O (-1.415, 1.083, -0.522)
H (-2.615, -0.343, -1.498)
H (-1.030, -0.048, -2.216)
H (-1.079, -0.923, -0.828)
H (-1.075, 1.869, -0.960)

Its charge is 0. As for the LUMO energy: 0.0195 Ha. The HOMO-LUMO gap is 0.3954 Eh. For the energy relative to the best compared isomer or geometry (same formula, charge and spin), the calculation gives 89.9 kcal/mol. The value obtained for the molecular weight is 192.252 Da.

---

(4)
The following is a quantum chemistry calculation of a structure of composition C5H13NO2, from the OMol25 dataset.

Cartesian coordinates (Å):
C (0.220, -1.641, 1.774)
C (0.112, -0.141, 1.969)
N (-1.028, 0.433, 1.249)
C (-1.005, 1.898, 1.124)
H (0.710, -1.883, 0.832)
H (0.782, -2.099, 2.585)
H (-0.780, -2.086, 1.749)
H (0.056, 0.089, 3.040)
H (0.999, 0.349, 1.570)
H (-1.931, 0.144, 1.594)
H (-0.844, -0.002, -0.013)
H (-1.151, 2.362, 2.103)
H (-1.803, 2.222, 0.462)
H (-0.039, 2.188, 0.720)
O (1.341, 0.461, -0.853)
C (0.457, -0.056, -1.533)
O (-0.728, -0.323, -1.084)
C (0.747, -0.431, -2.961)
H (-0.175, -0.628, -3.509)
H (1.310, 0.357, -3.450)
H (1.342, -1.344, -2.985)

Its charge is 0. As for the LUMO energy: 0.0317 Ha. The HOMO-LUMO gap is 0.3760 Eh. For the energy relative to the best compared isomer or geometry (same formula, charge and spin), the calculation gives 11.3 kcal/mol. The value obtained for the molecular weight is 119.164 Da.

---

(5)
The following is a quantum chemistry calculation of the molecule C3H7BO2, from the OMol25 dataset.

Cartesian coordinates (Å):
B (-0.079, 0.115, 0.601)
C (1.011, -0.462, -1.234)
C (-0.408, -0.162, -1.565)
C (-0.434, 0.568, 2.276)
O (1.134, -0.252, 0.159)
O (-1.001, 0.237, -0.364)
H (1.299, -1.527, -1.399)
H (1.657, 0.033, -1.892)
H (-0.569, 0.761, -2.314)
H (-1.060, -0.958, -2.140)
H (-1.262, -0.022, 2.782)
H (-0.804, 1.547, 2.310)
H (0.515, 0.123, 2.780)

Its charge is 0. As for the LUMO energy: 0.0258 Ha. The HOMO-LUMO gap is 0.3990 Eh. For the energy relative to the best compared isomer or geometry (same formula, charge and spin), the calculation gives 19.0 kcal/mol. The value obtained for the molecular weight is 85.899 Da.

---

Q: molecular weight of number 2 (C2H3NOS2)?
A: 121.186 Da

---

What did the third record say?
The following is a quantum chemistry calculation of a cluster of 6 separate species, C6H24O6 in total, from the OMol25 dataset.

Cartesian coordinates (Å):
C (1.090, 2.721, -1.830)
O (-0.207, 3.330, -1.868)
H (1.284, 2.236, -0.893)
H (1.229, 1.946, -2.571)
H (1.879, 3.462, -2.064)
H (-0.129, 4.029, -1.193)
C (-0.358, -3.661, -2.310)
O (0.873, -3.521, -1.603)
H (-0.134, -3.384, -3.353)
H (-0.697, -4.712, -2.242)
H (-1.190, -3.066, -1.930)
H (0.924, -2.749, -1.059)
C (-0.549, 3.530, 2.331)
O (0.482, 4.178, 1.570)
H (-1.489, 3.815, 1.825)
H (-0.555, 2.441, 2.395)
H (-0.590, 3.954, 3.354)
H (1.312, 3.765, 1.814)
C (-0.201, -3.363, 1.734)
O (-0.547, -4.763, 1.705)
H (0.850, -3.159, 1.701)
H (-0.645, -2.904, 0.826)
H (-0.779, -3.044, 2.567)
H (-0.570, -4.952, 0.780)
C (1.538, 0.439, 1.484)
O (0.759, -0.199, 0.472)
H (1.096, 0.316, 2.472)
H (2.496, -0.059, 1.424)
H (1.714, 1.505, 1.365)
H (-0.101, 0.339, 0.423)
C (-1.572, -0.107, -1.297)
O (-1.415, 1.083, -0.522)
H (-2.615, -0.343, -1.498)
H (-1.030, -0.048, -2.216)
H (-1.079, -0.923, -0.828)
H (-1.075, 1.869, -0.960)

Its charge is 0. As for the LUMO energy: 0.0195 Ha. The HOMO-LUMO gap is 0.3954 Eh. For the energy relative to the best compared isomer or geometry (same formula, charge and spin), the calculation gives 89.9 kcal/mol. The value obtained for the molecular weight is 192.252 Da.